# 1
{"formula": "C5H10N2O", "method": "ωB97M-V with the def2-TZVPD basis set", "elements": ["C", "C", "C", "N", "C", "N", "H", "H", "H", "H", "H", "H", "C", "O", "H", "H", "H", "H"], "coordinates": [[0.080, 2.013, 1.246], [-0.614, 1.098, 0.275], [-0.428, 1.039, -1.072], [-1.359, 0.168, -1.558], [-1.995, -0.366, -0.473], [-1.587, 0.195, 0.629], [1.049, 1.572, 1.490], [-0.451, 2.103, 2.180], [-0.028, 3.034, 0.860], [0.258, 1.568, -1.703], [-1.405, -0.344, -2.424], [-2.765, -1.108, -0.507], [1.796, -1.896, 0.455], [1.337, -1.501, -0.827], [1.516, -1.174, 1.222], [1.365, -2.870, 0.696], [2.864, -2.043, 0.388], [0.366, -1.487, -0.877]], "forces_ev_per_angstrom": [[-0.8, -0.4, -0.2], [-0.2, 0.0, 0.1], [0.2, 0.7, -0.2], [-0.5, -1.5, 0.1], [0.2, 0.6, 0.3], [-0.1, 0.0, 0.6], [0.3, 0.9, -0.2], [-0.4, -0.5, 0.4], [1.2, -0.2, -0.1], [0.1, 0.0, -0.2], [0.3, 0.6, -0.3], [-0.2, -0.2, -0.3], [-0.9, -0.5, -0.3], [-0.2, 0.2, -0.5], [0.2, 0.0, 0.1], [0.0, 0.0, 0.3], [0.3, 0.3, 0.0], [0.6, 0.0, 0.5]], "nbo_charge": [-0.65, 0.09, -0.10, -0.53, 0.13, -0.46, 0.23, 0.23, 0.23, 0.22, 0.42, 0.20, -0.24, -0.74, 0.17, 0.16, 0.18, 0.47], "charge": 0, "e_homo_ev": -8.71, "multiplicity": 1, "smiles": "Cc1c[nH]cn1.CO"}

---

# 2
{"formula": "C30H65N3O4", "method": "ωB97M-V with the def2-TZVPD basis set", "elements": ["C", "C", "C", "C", "C", "C", "C", "C", "C", "N", "O", "H", "H", "H", "H", "H", "H", "H", "H", "H", "H", "H", "H", "H", "H", "H", "H", "H", "H", "H", "C", "C", "C", "C", "C", "C", "C", "C", "C", "N", "O", "H", "H", "H", "H", "H", "H", "H", "H", "H", "H", "H", "H", "H", "H", "H", "H", "H", "H", "H", "C", "C", "C", "C", "C", "C", "C", "C", "C", "N", "O", "H", "H", "H", "H", "H", "H", "H", "H", "H", "H", "H", "H", "H", "H", "H", "H", "H", "H", "H", "C", "C", "C", "O", "H", "H", "H", "H", "H", "H", "H", "H"], "coordinates": [[3.905, -0.145, -7.206], [3.781, 0.574, -5.776], [4.645, 1.818, -5.798], [2.317, 1.091, -5.580], [1.426, -0.054, -5.147], [1.968, -0.822, -3.931], [3.470, -1.325, -4.162], [3.868, -1.621, -2.705], [3.579, -2.644, -5.043], [4.250, -0.207, -4.640], [5.566, -0.623, -4.759], [3.048, -0.749, -7.505], [4.065, 0.493, -8.076], [4.690, -0.901, -7.224], [5.695, 1.663, -6.046], [4.286, 2.463, -6.600], [4.520, 2.238, -4.800], [2.323, 1.882, -4.831], [1.809, 1.379, -6.501], [0.498, 0.360, -4.755], [1.232, -0.692, -6.010], [1.200, -1.592, -3.844], [2.063, -0.216, -3.031], [4.886, -2.009, -2.721], [3.390, -2.391, -2.099], [3.966, -0.690, -2.147], [4.527, -3.117, -4.787], [3.517, -2.471, -6.117], [2.813, -3.367, -4.765], [5.959, -0.266, -3.959], [-3.927, -0.130, 3.637], [-4.320, -0.911, 2.393], [-3.230, -0.631, 1.319], [-4.173, -2.451, 2.677], [-5.418, -3.049, 3.285], [-6.705, -2.655, 2.558], [-6.885, -1.157, 2.463], [-8.066, -1.026, 1.473], [-7.220, -0.704, 3.885], [-5.676, -0.633, 1.859], [-5.829, 0.620, 1.471], [-3.744, 0.900, 3.331], [-2.962, -0.460, 4.023], [-4.762, -0.196, 4.334], [-2.193, -0.783, 1.617], [-3.153, 0.330, 0.810], [-3.168, -1.431, 0.580], [-3.817, -2.976, 1.790], [-3.447, -2.490, 3.489], [-5.386, -2.806, 4.347], [-5.338, -4.135, 3.336], [-7.461, -3.228, 3.095], [-6.628, -3.086, 1.560], [-8.539, -0.051, 1.586], [-7.808, -1.124, 0.419], [-8.836, -1.736, 1.778], [-7.211, 0.383, 3.960], [-8.182, -1.178, 4.078], [-6.651, -1.068, 4.741], [-5.721, 1.099, 2.296], [-0.327, 1.453, 1.745], [0.928, 2.294, 1.714], [1.889, 1.685, 0.609], [0.578, 3.730, 1.343], [1.776, 4.646, 1.422], [2.396, 4.567, 2.812], [2.669, 3.109, 3.429], [4.157, 2.594, 3.029], [2.632, 3.251, 5.001], [1.590, 2.162, 3.085], [1.871, 0.852, 3.480], [0.003, 0.443, 1.991], [-0.995, 1.810, 2.529], [-0.914, 1.442, 0.826], [1.552, 1.548, -0.419], [2.836, 2.205, 0.458], [2.175, 0.677, 0.910], [0.164, 3.732, 0.334], [-0.129, 4.114, 2.079], [2.487, 4.487, 0.612], [1.400, 5.648, 1.215], [1.850, 5.158, 3.548], [3.389, 4.992, 2.665], [4.531, 1.760, 3.621], [4.927, 3.364, 3.074], [4.326, 2.255, 2.007], [2.755, 2.298, 5.515], [1.654, 3.641, 5.280], [3.281, 4.049, 5.362], [2.487, 0.513, 2.826], [0.932, -1.719, 0.119], [0.758, -3.252, 0.151], [-0.712, -3.699, 0.127], [1.357, -3.586, -1.096], [0.177, -1.235, 0.739], [0.773, -1.426, -0.919], [1.948, -1.626, 0.502], [1.188, -3.699, 1.047], [-1.264, -3.362, 1.005], [-0.719, -4.789, 0.105], [-1.295, -3.269, -0.687], [2.111, -4.113, -0.822]], "forces_ev_per_angstrom": [[-0.2, -0.7, 0.6], [0.2, 0.2, -2.5], [0.1, 0.2, -0.4], [0.3, -1.6, 0.4], [0.1, 0.6, 1.6], [1.1, -0.1, -2.2], [-2.9, -1.6, 0.7], [2.3, -0.4, -0.1], [0.0, 0.8, 1.0], [-2.0, 0.1, 0.9], [1.0, 0.0, -0.5], [-0.5, 0.1, 0.4], [0.1, 0.5, 0.4], [0.4, 0.3, 0.3], [0.0, -0.3, 0.3], [-0.2, 0.4, 0.3], [0.3, 0.5, -0.2], [-0.1, 0.1, -0.1], [0.9, 0.8, -0.3], [-0.5, 0.0, -0.6], [-0.1, -0.3, 0.2], [0.7, -0.6, 0.8], [-0.6, 0.3, -0.1], [0.5, 0.0, -0.1], [-0.9, 0.3, -0.6], [-0.4, 0.1, 0.1], [0.1, 0.0, -0.3], [0.0, 0.1, 0.2], [-0.2, 0.2, 0.1], [0.3, 0.0, 0.0], [-0.6, 0.6, -0.4], [1.1, -1.3, -1.0], [0.7, -0.6, -0.8], [-0.2, 1.0, 0.6], [0.1, -0.4, 0.1], [1.7, -1.6, 0.5], [0.2, -1.9, 0.1], [-0.4, 1.4, 0.9], [-0.7, 0.4, 0.0], [1.3, -3.8, -0.2], [-0.1, 3.1, -0.5], [-0.2, 0.3, 0.3], [-0.3, -0.2, 0.2], [0.5, 0.2, 0.5], [0.0, 0.2, 1.4], [-0.8, 0.1, 0.1], [-1.0, 0.2, -0.6], [-0.1, 0.0, 0.0], [0.6, -0.3, -0.5], [-0.6, 0.4, 0.1], [0.0, -0.2, -0.4], [-0.7, 0.6, -0.2], [-0.1, 0.1, -0.2], [0.0, 0.2, -0.1], [0.3, -0.3, 0.3], [0.1, -0.2, -0.2], [-0.6, 0.1, 0.1], [-0.5, 0.8, 0.1], [0.7, -0.2, -0.6], [-0.1, 1.2, 0.1], [-0.1, -0.4, 0.6], [1.3, -1.1, -1.0], [0.4, -0.1, 0.4], [0.7, -0.2, 0.6], [-0.6, 0.1, -0.1], [1.1, -1.1, -0.2], [1.2, 0.1, 0.3], [-0.5, 0.2, -0.3], [-0.6, 0.5, -1.0], [-1.0, 2.1, -0.9], [-0.2, 0.2, -0.2], [-0.5, -0.1, 0.0], [0.0, 0.0, 0.2], [0.4, 0.1, -0.2], [-0.9, 0.2, 0.1], [-0.1, 0.4, 0.4], [0.0, -0.1, 0.1], [-0.3, -0.1, 0.1], [-0.4, -0.1, -0.1], [0.2, -0.4, 0.2], [0.2, 0.3, 0.3], [-0.1, 0.0, -0.1], [0.1, 0.3, 0.6], [-0.4, 0.1, 0.4], [-0.3, 0.4, 0.6], [-0.8, -0.1, -0.3], [0.3, 0.1, -0.1], [-0.3, -0.3, -0.2], [0.6, -0.4, -0.1], [0.5, -0.3, -0.2], [-0.7, -1.3, 1.0], [-2.2, 1.8, -0.9], [0.2, 0.1, 0.3], [0.8, -1.6, 0.6], [0.3, 0.2, 0.2], [0.4, 0.2, 0.2], [0.0, 1.0, -0.3], [0.6, -0.1, -0.2], [0.3, -0.1, 0.4], [-0.3, 0.0, -0.2], [0.4, -0.2, -0.4], [0.3, -0.3, -0.7]], "mulliken_charge": [-1.83, 1.48, -1.96, -0.92, -1.03, -0.20, 1.40, -1.79, -1.59, 0.41, -0.50, 0.34, 0.40, 0.41, 0.38, 0.42, 0.50, 0.38, 0.32, 0.46, 0.32, 0.31, -0.12, 0.56, -0.03, 0.47, 0.35, 0.34, 0.38, 0.36, -1.81, 1.37, -1.91, -0.93, -0.94, -1.21, 1.61, -1.91, -1.78, 0.18, -0.42, 0.46, 0.47, 0.33, 0.43, 0.38, 0.50, 0.42, 0.27, 0.36, 0.42, 0.53, 0.40, 0.40, 0.40, 0.41, 0.37, 0.43, 0.39, 0.39, -2.80, 2.72, -1.77, -1.29, -0.62, -1.03, 1.51, -1.58, -1.89, -0.01, -0.46, 0.44, 0.47, 0.47, 0.56, 0.20, 0.05, 0.43, 0.37, 0.34, 0.43, 0.36, 0.31, 0.38, 0.44, 0.33, 0.33, 0.46, 0.42, 0.36, 0.17, 0.11, -1.42, -0.50, -0.30, 0.03, 0.25, 0.40, 0.28, 0.40, 0.35, 0.30], "charge": 0, "e_homo_ev": -8.22, "multiplicity": 1, "smiles": "CC1(C)CCCC(C)(C)N1O.CC1(C)CCCC(C)(C)N1O.CC1(C)CCCC(C)(C)N1O.CC(C)O"}

---

# 3
{"formula": "C19H34N2O6S5SiTi", "method": "ωB97M-V with the def2-TZVPD basis set", "elements": ["Ti", "C", "C", "N", "O", "C", "C", "N", "O", "H", "H", "H", "H", "H", "H", "H", "O", "C", "S", "C", "C", "S", "S", "S", "C", "C", "C", "C", "O", "Si", "S", "O", "C", "C", "C", "C", "O", "C", "C", "C", "C", "H", "H", "H", "H", "H", "H", "H", "H", "H", "H", "H", "H", "H", "H", "H", "H", "H", "H", "H", "H", "H", "H", "H", "H", "H", "H", "H"], "coordinates": [[3.367, -15.502, -6.485], [5.858, -12.199, -7.133], [4.992, -13.249, -6.451], [4.786, -14.414, -7.183], [5.892, -14.747, -7.997], [4.202, -13.052, -5.281], [4.169, -11.765, -4.509], [3.402, -14.116, -4.903], [2.805, -14.034, -3.756], [6.232, -12.766, -7.966], [6.721, -11.817, -6.557], [5.348, -11.288, -7.473], [5.563, -15.539, -8.480], [3.286, -11.799, -3.889], [4.103, -10.949, -5.279], [5.038, -11.680, -3.848], [6.418, -21.851, -7.012], [6.043, -20.678, -6.963], [5.198, -19.931, -8.253], [4.635, -18.515, -7.407], [5.013, -18.339, -6.129], [4.674, -17.035, -5.020], [6.046, -19.733, -5.457], [3.797, -17.324, -8.418], [0.060, -17.026, -9.539], [-1.204, -17.006, -8.699], [-2.233, -15.985, -9.105], [-1.848, -18.393, -8.836], [-0.945, -16.841, -7.339], [-0.102, -15.645, -6.516], [1.362, -14.603, -7.567], [-1.181, -14.677, -5.912], [-1.170, -13.327, -5.418], [-2.280, -13.263, -4.383], [0.152, -13.101, -4.648], [-1.395, -12.392, -6.673], [0.526, -16.459, -5.246], [0.169, -17.738, -4.687], [-1.321, -17.819, -4.491], [0.878, -17.887, -3.344], [0.721, -18.812, -5.651], [-0.151, -17.498, -10.494], [0.872, -17.513, -9.009], [0.442, -16.029, -9.769], [-2.506, -16.065, -10.159], [-1.740, -15.046, -8.876], [-3.126, -16.057, -8.463], [-2.224, -18.670, -9.847], [-2.690, -18.489, -8.134], [-1.085, -19.137, -8.554], [-2.036, -13.847, -3.499], [-3.159, -13.652, -4.952], [-2.364, -12.196, -4.068], [0.382, -13.944, -3.963], [0.057, -12.121, -4.088], [0.988, -12.936, -5.344], [-2.344, -12.534, -7.187], [-0.571, -12.595, -7.338], [-1.334, -11.363, -6.345], [-1.608, -17.054, -3.718], [-1.606, -18.797, -4.216], [-1.827, -17.569, -5.383], [0.537, -17.213, -2.533], [1.936, -17.688, -3.543], [0.735, -18.888, -2.982], [0.014, -19.084, -6.403], [0.885, -19.798, -5.203], [1.655, -18.518, -6.050]], "forces_ev_per_angstrom": [[-0.4, -1.1, 0.1], [0.2, -0.1, 0.8], [-0.8, 0.7, 0.4], [0.1, 0.9, 1.2], [-0.1, -0.5, -0.6], [0.7, -0.8, -1.2], [0.2, -0.1, -1.2], [0.7, 0.8, 0.0], [0.2, -0.2, -0.3], [0.4, 0.4, -0.6], [-0.3, -0.4, 0.1], [-0.4, -0.3, 0.0], [0.0, 0.3, 0.4], [-0.3, 0.2, 0.2], [0.3, -0.3, 1.0], [0.0, 0.3, -0.2], [0.3, 1.1, -0.1], [-0.1, -1.9, 1.2], [-0.2, 0.2, -0.6], [0.1, 0.9, -0.3], [0.6, -1.1, 0.7], [-0.1, -0.2, -0.2], [-0.8, 1.0, -1.1], [0.0, -0.1, 0.7], [0.1, 0.9, -0.4], [-0.8, -1.3, -0.7], [0.1, 0.6, 0.2], [0.0, -1.0, 0.3], [0.5, 0.6, 0.7], [1.6, -1.5, -1.0], [-0.4, -0.1, -0.2], [-2.3, 1.7, 0.6], [0.7, -0.5, -0.1], [-0.6, 0.8, -1.2], [-0.1, 1.6, -0.4], [0.5, -0.5, 1.7], [0.5, -0.5, 0.6], [0.7, -0.1, -0.3], [0.2, 1.7, 1.0], [0.4, 1.0, -0.1], [-0.9, -1.0, 1.1], [0.1, -0.3, -0.1], [0.0, -0.4, 0.0], [-0.2, 0.0, 0.2], [0.0, 0.1, 0.0], [-0.3, 0.6, -0.4], [0.3, -0.1, -0.3], [0.4, 0.5, 0.5], [0.2, 0.1, -0.1], [-0.3, 0.1, -0.1], [-0.1, -0.3, -0.1], [0.1, 0.4, 1.0], [-0.4, -0.7, -0.2], [-0.1, 0.6, -0.5], [0.1, -1.1, -0.2], [-0.2, -0.4, 0.3], [-0.1, -0.3, 0.2], [0.2, 0.0, -0.4], [0.0, 0.4, 0.0], [0.1, -0.8, -0.5], [-0.4, -1.2, 0.7], [-0.6, 0.2, -1.0], [0.0, 0.0, -0.7], [0.0, -0.2, 0.3], [0.1, -0.7, 0.1], [-0.5, 0.5, -1.0], [0.1, 0.2, 0.7], [0.9, 0.5, -0.6]], "mulliken_spin": [1.28, -0.01, 0.33, -0.04, 0.01, -0.18, 0.03, 0.25, 0.31, 0.00, 0.01, 0.02, 0.00, 0.00, 0.00, -0.01, 0.00, 0.00, 0.00, 0.01, 0.00, -0.01, 0.00, -0.01, 0.00, 0.00, 0.00, 0.00, 0.00, 0.00, -0.01, 0.00, 0.00, 0.00, 0.01, 0.00, 0.01, 0.00, 0.00, 0.00, 0.00, 0.00, 0.00, 0.00, 0.00, 0.00, 0.00, 0.00, 0.00, 0.00, 0.00, 0.00, 0.00, -0.01, 0.00, 0.01, 0.00, 0.00, 0.00, 0.00, 0.00, 0.00, 0.00, 0.00, 0.00, 0.00, 0.00, 0.00], "s2": 2.0580, "charge": -2, "e_homo_ev": [-0.37, -1.45], "multiplicity": 3}

---

# 4
{"formula": "C4H5NO", "method": "ωB97M-V with the def2-TZVPD basis set", "elements": ["C", "C", "C", "C", "N", "O", "H", "H", "H", "H", "H"], "coordinates": [[-1.852, 0.086, 0.183], [-0.430, 0.376, -0.012], [0.685, 0.903, -0.323], [2.025, -0.251, -0.173], [1.648, -1.368, 0.241], [0.492, -1.722, 0.540], [-2.092, -0.011, 1.246], [-2.463, 0.888, -0.250], [-2.100, -0.854, -0.319], [1.066, 1.861, -0.682], [3.022, 0.092, -0.450]], "forces_ev_per_angstrom": [[0.1, 0.0, 0.0], [0.9, -0.9, 0.1], [0.9, -1.7, 0.3], [-1.4, 1.2, -0.1], [0.7, 0.1, -0.1], [-0.6, 1.9, -0.5], [0.1, 0.0, -0.2], [0.1, -0.1, 0.1], [0.0, 0.2, 0.1], [-0.4, -0.4, 0.2], [-0.4, -0.3, 0.2]], "nbo_charge": [-0.71, 0.24, -0.39, -0.04, 0.04, -0.39, 0.25, 0.24, 0.26, 0.27, 0.22], "charge": 0, "e_homo_ev": [-8.69, -8.69], "multiplicity": 1}

---

# 5
{"formula": "H4O2", "method": "ωB97M-V with the def2-TZVPD basis set", "elements": ["O", "H", "H", "O", "H", "H"], "coordinates": [[-1.561, -0.318, -0.082], [-0.580, -0.214, -0.264], [-1.873, 0.598, -0.013], [1.152, -0.249, -0.206], [1.748, -0.499, 0.553], [1.115, 0.682, 0.011]], "forces_ev_per_angstrom": [[1.1, 0.9, -0.3], [-1.5, -0.6, 0.4], [-0.1, -0.5, 0.0], [1.6, -0.1, 1.5], [-0.9, -0.4, -1.2], [-0.2, 0.8, -0.4]], "nbo_charge": [-0.96, 0.48, 0.45, -0.92, 0.48, 0.47], "charge": 0, "e_homo_ev": -10.80, "multiplicity": 1, "smiles": "O.O"}

---

# 6
{"formula": "C15H17AuN6", "method": "ωB97M-V with the def2-TZVPD basis set", "elements": ["Au", "C", "C", "C", "C", "C", "C", "C", "C", "C", "C", "C", "C", "C", "C", "H", "H", "H", "H", "H", "H", "H", "H", "H", "H", "H", "N", "N", "N", "C", "N", "N", "H", "H", "H", "N", "H", "H", "H"], "coordinates": [[0.847, -0.662, 0.128], [-2.992, -6.618, -1.113], [-2.131, -6.234, -2.130], [-1.259, -5.173, -1.939], [-1.237, -4.461, -0.738], [-2.096, -4.872, 0.283], [-2.965, -5.936, 0.096], [-0.287, -3.331, -0.596], [-0.486, -2.170, 0.041], [-1.790, -1.830, 0.673], [-2.936, -1.651, -0.103], [-4.140, -1.281, 0.477], [-4.228, -1.087, 1.849], [-3.093, -1.258, 2.634], [-1.886, -1.613, 2.049], [-3.673, -7.447, -1.256], [-2.135, -6.764, -3.075], [-0.584, -4.879, -2.735], [-2.076, -4.358, 1.234], [-3.621, -6.237, 0.903], [0.660, -3.484, -1.104], [-2.870, -1.806, -1.174], [-5.015, -1.143, -0.146], [-5.168, -0.801, 2.303], [-3.148, -1.108, 3.705], [-0.997, -1.726, 2.659], [-2.664, 4.548, -1.267], [-2.185, 3.529, -0.451], [-2.962, 2.589, 0.030], [-2.074, 1.820, 0.653], [-0.829, 2.305, 0.545], [-0.920, 3.401, -0.182], [-3.675, 4.493, -1.208], [-2.354, 5.429, -0.870], [-2.332, 0.910, 1.170], [2.066, 1.096, 0.241], [2.534, 1.137, 1.141], [1.419, 1.881, 0.202], [2.766, 1.197, -0.484]], "forces_ev_per_angstrom": [[-0.1, 0.0, -0.1], [0.0, 0.0, 0.0], [0.0, 0.0, 0.0], [0.0, 0.0, 0.0], [0.0, 0.0, 0.0], [0.0, 0.0, 0.0], [0.0, 0.0, 0.0], [0.0, 0.0, 0.0], [0.0, 0.0, 0.0], [0.0, 0.0, 0.0], [0.0, 0.0, 0.0], [0.0, 0.0, 0.0], [0.0, 0.0, 0.0], [0.0, 0.0, 0.0], [0.0, 0.0, 0.0], [0.0, 0.0, 0.0], [0.0, 0.0, 0.0], [0.0, 0.0, 0.0], [0.0, 0.0, 0.0], [0.0, 0.0, 0.0], [0.0, 0.0, 0.0], [0.0, 0.0, 0.0], [0.0, 0.0, 0.0], [0.0, 0.0, 0.0], [0.0, 0.0, 0.0], [0.0, 0.0, 0.0], [0.0, 0.0, 0.0], [0.0, 0.0, 0.0], [0.0, 0.0, 0.0], [0.0, -0.1, 0.0], [0.0, 0.1, 0.0], [0.0, 0.0, 0.0], [0.0, 0.0, 0.0], [0.0, 0.0, 0.0], [0.0, 0.0, 0.0], [0.1, 0.0, 0.1], [0.1, 0.0, 0.0], [-0.1, -0.1, 0.0], [0.0, 0.0, 0.0]], "nbo_charge": [0.38, -0.23, -0.23, -0.16, -0.08, -0.21, -0.20, -0.27, -0.29, -0.07, -0.22, -0.23, -0.20, -0.24, -0.23, 0.21, 0.21, 0.20, 0.22, 0.21, 0.20, 0.22, 0.21, 0.20, 0.21, 0.22, -0.60, 0.16, -0.28, 0.12, -0.32, -0.08, 0.39, 0.38, 0.24, -1.06, 0.39, 0.42, 0.39], "charge": 0, "e_homo_ev": -7.53, "multiplicity": 1}